12 unconnected molecules or ions with the total composition C80H170F15N7O14, computed with ωB97M-V with the def2-TZVPD basis set.

* molar mass: 1739.25 g/mol
* electronic energy: -165539.12961 eV
* Kohn-Sham gap: 1.61 eV
* net charge: +2

The geometry in XYZ format:
```
286
Properties=species:S:1:pos:R:3:forces:R:3
C 6.206627 -0.045689 6.536837 0.4 -0.9 -0.5
C 4.989693 0.883747 6.409861 0.2 0.3 2.0
C 5.085380 1.822535 5.255686 0.4 0.9 -1.5
C 3.800460 2.650682 5.043410 -0.4 0.4 0.4
N 3.667803 3.698519 3.893239 0.3 -0.2 -2.4
C 2.397497 4.594784 4.041104 0.3 -0.4 0.0
C 2.683979 5.974378 3.407935 0.0 -0.2 -0.2
C 4.193804 6.023268 3.184197 2.0 -1.1 0.8
C 4.831774 4.704310 3.819021 -1.7 0.9 1.9
C 3.807227 3.020103 2.443856 -0.3 -0.9 1.9
C 2.700544 2.024953 2.157829 -1.4 0.5 0.9
C 2.882721 1.024222 1.051200 1.0 0.1 -0.3
H 7.077186 0.229136 7.132405 -0.2 1.2 0.0
H 6.603076 -0.251120 5.542491 0.0 -0.2 -0.1
H 6.043837 -1.018319 7.001139 -0.9 -0.1 -0.3
H 4.957799 1.475054 7.324972 -0.4 0.0 0.3
H 4.033133 0.375284 6.289260 0.2 -0.5 0.3
H 5.243571 1.091915 4.462423 -0.1 0.5 -0.9
H 5.962964 2.466043 5.317693 0.1 0.0 0.0
H 3.523776 3.301409 5.872933 0.6 -0.2 0.5
H 3.009865 1.900322 5.039015 -0.4 0.3 -0.7
H 1.530252 4.066719 3.644716 0.3 -0.1 -0.2
H 2.187917 4.758283 5.098195 0.4 -0.4 0.1
H 2.082106 6.246173 2.540770 0.2 -0.7 -0.4
H 2.391836 6.766077 4.097841 0.2 -0.2 0.3
H 4.649034 6.049604 2.194163 -0.9 0.4 -0.3
H 4.606365 6.869868 3.732980 0.1 0.0 -0.1
H 5.748459 4.317697 3.373681 -0.5 -0.1 -0.3
H 5.050123 4.825190 4.880059 0.3 0.5 0.0
H 4.764296 2.539512 2.646726 0.1 -0.2 -0.7
H 3.882459 3.799693 1.685790 0.1 0.1 0.2
H 1.804632 2.622506 1.989382 -0.2 0.1 -0.4
H 2.417297 1.465970 3.049691 0.4 0.0 0.3
H 3.386038 1.531001 0.227825 -0.1 -0.3 -0.4
H 1.959059 0.555022 0.712374 -0.1 0.2 0.1
H 3.530254 0.224748 1.411249 0.1 -0.1 -0.2
C -5.560600 5.913767 -4.537591 -1.0 0.1 0.0
C -6.525373 6.710019 -3.664797 0.9 -0.9 1.3
C -6.843432 5.971554 -2.341053 -0.5 0.5 0.0
C -7.825344 4.865274 -2.614014 -0.8 -1.2 0.2
N -8.185042 3.929705 -1.444287 0.5 0.5 1.8
C -9.282980 2.910710 -1.815759 2.1 -0.5 -1.5
C -10.587687 3.552061 -1.530875 -0.9 0.1 -2.0
C -10.361844 4.168816 -0.234734 1.4 1.8 1.9
C -8.899535 4.753850 -0.316277 -0.1 -1.3 0.0
C -6.916466 3.149218 -0.880587 0.4 -0.5 -1.2
C -6.003385 2.491095 -1.974872 1.4 0.5 0.2
C -4.691158 1.815750 -1.392686 -1.5 -0.2 1.0
H -5.962539 4.928838 -4.775216 -0.1 0.1 -0.4
H -4.629817 5.703269 -4.010852 0.2 0.5 -0.2
H -5.489473 6.535916 -5.429756 0.8 -0.6 -0.2
H -7.469659 6.948546 -4.154221 0.1 0.1 -0.2
H -6.000469 7.621273 -3.378089 -0.3 0.3 -0.1
H -7.379494 6.704501 -1.738135 0.2 0.0 0.4
H -5.963727 5.641357 -1.788606 0.2 0.0 -0.2
H -7.568523 4.170674 -3.413812 0.3 0.3 -0.1
H -8.754113 5.365138 -2.889029 -0.2 -0.3 -0.1
H -9.062660 2.006254 -1.248731 -0.3 0.1 0.2
H -9.006210 2.700740 -2.848916 -0.7 -0.3 -0.2
H -11.483003 2.944189 -1.661273 0.3 -0.5 0.5
H -10.797968 4.333004 -2.261640 0.3 0.2 -0.2
H -10.359190 3.462045 0.595074 -0.4 0.1 0.0
H -10.986406 5.043817 -0.054762 -0.4 -0.4 0.3
H -8.365381 4.539995 0.609491 0.1 0.3 -0.1
H -8.894637 5.824108 -0.522730 0.2 -0.3 -0.3
H -7.250937 2.389557 -0.174073 -0.5 0.2 -0.1
H -6.230342 3.803080 -0.342279 -0.5 0.5 0.0
H -5.519317 3.318597 -2.493552 -0.6 0.2 -0.7
H -6.469983 1.805882 -2.682588 -0.3 0.2 0.1
H -3.921060 1.502389 -2.097565 -0.4 0.4 -0.4
H -4.945967 0.906114 -0.848875 0.0 -0.1 0.1
H -4.260923 2.498823 -0.660280 0.3 0.1 0.0
C -2.136115 5.012539 0.727481 1.0 -0.7 0.9
C -3.489911 4.934660 1.435021 -0.3 -0.2 -0.6
C -4.274351 6.226380 1.350370 0.2 0.5 0.7
C -3.569713 7.329250 2.165236 -0.7 0.5 -0.9
N -4.384672 8.605065 2.227227 1.6 1.1 -0.1
C -3.392138 9.829179 2.677835 -0.8 0.0 0.4
C -3.878765 11.079204 1.929776 -0.1 0.2 0.2
C -5.036077 10.669432 1.047505 -0.2 -1.1 -1.2
C -4.821103 9.117670 0.824947 -0.3 1.0 1.7
C -5.575471 8.513365 3.196665 0.1 0.3 0.7
C -5.314249 8.010970 4.665467 0.9 1.1 -0.9
C -6.426079 8.507370 5.579264 -0.1 -0.4 0.0
H -1.363595 5.116688 1.489361 0.2 0.3 0.1
H -1.934703 5.795689 -0.003416 -0.6 0.1 -0.1
H -1.870654 4.049274 0.291879 -0.2 0.0 -0.3
H -3.380539 4.629482 2.475691 0.1 -0.1 0.0
H -4.079726 4.160849 0.943673 -0.1 -0.1 0.1
H -5.312704 6.113717 1.662193 -0.1 -0.1 0.2
H -4.281045 6.517614 0.300026 -0.1 0.2 -0.1
H -2.665634 7.574441 1.607903 0.2 0.1 0.3
H -3.337428 7.135159 3.212359 0.0 -0.6 -0.2
H -3.433641 10.004251 3.752880 -0.6 -0.5 0.0
H -2.331457 9.626276 2.529913 -0.3 -0.7 -0.7
H -4.217130 11.853072 2.618777 0.2 -0.1 0.1
H -3.133586 11.542783 1.283321 0.4 -0.3 0.3
H -6.010323 10.991695 1.415055 0.0 -0.5 0.2
H -4.921522 11.171750 0.086961 -0.2 -0.2 -0.1
H -5.665713 8.501106 0.517395 0.0 0.3 -0.2
H -3.963087 9.004567 0.162286 0.0 -0.3 0.1
H -6.448380 8.006910 2.784804 0.4 -0.1 -0.6
H -5.817015 9.573620 3.271586 -0.5 -0.1 0.3
H -4.352112 8.480850 4.869441 0.1 0.0 0.8
H -5.188755 6.950855 4.885718 0.0 -0.2 -0.9
H -6.294071 8.127294 6.592288 0.2 0.1 0.0
H -7.343089 8.030513 5.233118 -0.3 0.3 0.0
H -6.534804 9.591164 5.619993 0.0 -0.1 -0.1
C -1.202837 -4.937269 -2.977059 0.3 0.4 1.8
C -0.373566 -5.806196 -2.006225 1.0 -1.2 -1.5
O 0.505946 -6.567756 -2.412453 -2.3 2.2 1.9
N -0.841148 -5.797984 -0.542775 3.1 -1.6 -0.9
H -0.849707 -4.912955 -0.056203 0.8 1.6 -0.2
H -1.827009 -6.010015 -0.599583 -2.7 -1.3 0.1
C -0.093720 -6.845178 0.300732 -1.6 -0.6 -1.2
H -0.534088 -4.357938 -3.613650 -0.1 -0.5 -0.3
H -1.731392 -4.193306 -2.381020 -0.2 0.0 0.1
H -1.956205 -5.526197 -3.500233 0.3 -0.2 -0.2
H -0.491378 -6.796647 1.314443 0.7 0.4 -0.2
H 0.975898 -6.847869 0.090966 -0.2 0.6 0.6
H -0.447973 -7.806750 -0.070734 0.0 0.0 -0.1
C 4.858971 0.728355 -7.195812 -0.1 -0.2 0.6
C 3.416291 0.227733 -7.172378 -0.2 -1.0 0.4
N 3.212448 -1.178279 -6.539690 -0.4 -0.3 0.0
C 3.862680 -2.229086 -7.455936 0.9 0.6 0.1
C 3.829075 -1.287516 -5.113695 -0.9 -0.4 -1.2
C 3.279538 -0.319956 -4.077168 0.7 0.6 -0.2
C 1.671107 -1.495316 -6.490549 1.2 -0.1 -1.7
C 1.266517 -2.757670 -5.733268 -0.1 -0.5 0.1
O 2.059643 -3.908176 -5.984923 0.7 0.6 -0.9
C 1.558714 -5.107672 -5.375171 0.0 0.6 1.0
H 5.520032 0.020842 -7.696323 -0.2 0.3 -0.6
H 5.363524 0.847942 -6.237036 -0.5 0.2 0.4
H 4.841647 1.711042 -7.667120 0.2 -0.2 -0.2
H 3.075455 0.166624 -8.205912 -0.1 -0.4 0.0
H 2.671337 0.857326 -6.685799 0.5 0.3 0.3
H 4.123551 -3.151111 -6.936380 -1.0 0.0 0.0
H 4.837137 -1.883568 -7.801117 0.0 0.5 0.2
H 3.280642 -2.342339 -8.370540 -0.3 -0.3 0.5
H 4.897481 -1.277294 -5.329361 0.0 0.4 0.5
H 3.558411 -2.293708 -4.793671 0.2 -0.1 -0.1
H 2.284451 -0.582586 -3.718112 0.2 -0.1 -0.1
H 3.297874 0.732299 -4.360924 -0.2 0.0 -0.5
H 3.972072 -0.323085 -3.235455 -0.2 -0.4 0.2
H 1.418463 -1.580722 -7.547427 0.2 -0.6 -0.2
H 1.109847 -0.578198 -6.311740 0.2 -0.1 1.2
H 0.277214 -2.990850 -6.126973 -0.6 0.3 0.5
H 1.268427 -2.563410 -4.660719 -0.4 0.0 0.2
H 1.761748 -5.016344 -4.308152 -0.1 -0.2 0.3
H 2.107547 -5.984634 -5.718438 -0.2 0.3 -0.4
H 0.477448 -5.191398 -5.484543 0.0 -0.2 -0.4
C -4.480412 -3.153580 2.795143 -1.7 -0.3 0.6
C -3.008478 -3.222228 2.858548 0.9 1.4 -0.7
N -2.373943 -1.906909 3.554175 0.2 -1.7 2.7
C -0.950394 -2.382353 4.075054 -0.7 0.5 -1.6
C -2.253450 -0.753291 2.552710 1.5 -1.0 0.9
C -1.549836 0.434477 3.226017 -0.1 0.9 0.6
C -3.164642 -1.546340 4.854829 -0.9 0.6 -1.8
C -3.143626 -2.440296 6.067204 0.2 -0.3 -0.8
O -3.443225 -3.744564 5.709398 -0.3 0.5 -0.9
C -3.565503 -4.655955 6.741474 1.0 -2.4 0.7
H -5.019974 -3.351111 3.721398 0.3 -0.1 0.2
H -4.859615 -3.884251 2.080695 0.3 0.0 -0.1
H -4.846999 -2.185761 2.453032 0.2 0.2 -0.2
H -2.714552 -3.177112 1.809900 0.8 0.1 0.0
H -2.540342 -4.108035 3.287844 -0.3 0.3 0.3
H -0.406255 -2.478077 3.135450 0.4 -0.4 0.3
H -1.038483 -3.338280 4.591317 -0.1 0.1 -0.1
H -0.455701 -1.656579 4.720525 -0.4 0.0 -0.1
H -3.200643 -0.535868 2.059089 -0.1 0.0 0.4
H -1.602671 -1.243952 1.828948 0.1 0.4 -0.5
H -1.079154 1.224436 2.640763 -0.4 -0.4 -1.0
H -0.707092 0.195539 3.874709 -0.2 -0.7 0.0
H -2.221293 0.998416 3.873498 -0.3 -0.1 0.1
H -4.201213 -1.474909 4.525428 0.0 0.2 -0.1
H -2.856250 -0.557925 5.195478 0.2 0.0 -0.2
H -3.982331 -2.090127 6.668917 0.4 0.6 0.7
H -2.145433 -2.347334 6.495061 -0.1 -0.2 0.8
H -3.190624 -5.583183 6.308108 0.1 -0.2 0.1
H -4.540088 -4.957379 7.125439 -0.6 0.9 -0.3
H -2.923864 -4.488322 7.606518 0.2 0.5 0.0
C 5.988931 -2.457075 -1.187362 0.9 -0.9 -0.4
C 7.426503 -3.127198 -1.419451 -0.9 0.9 -0.6
N 8.450973 -2.186834 -2.141514 -1.8 0.7 -1.6
C 7.609054 -1.375622 -3.223895 1.2 -0.1 0.9
C 9.023360 -1.236225 -1.089491 -0.2 0.2 -1.5
C 9.944626 -0.123023 -1.699045 -0.1 -0.7 0.7
C 9.483523 -2.970061 -2.948908 0.6 0.3 1.0
C 10.385211 -3.818226 -2.074297 0.9 0.0 1.3
O 11.278980 -2.974975 -1.302997 -0.7 0.8 -0.5
C 12.202538 -3.686739 -0.499254 0.3 -1.5 -1.0
H 5.577567 -1.983079 -2.078554 0.4 0.5 0.2
H 6.005802 -1.830909 -0.295324 -0.1 0.3 -0.3
H 5.183221 -3.177163 -1.044510 0.6 -0.7 0.5
H 7.400659 -3.980157 -2.097601 -0.3 -0.2 0.5
H 7.865793 -3.379196 -0.454251 0.0 -0.3 -0.3
H 8.276726 -0.849924 -3.906500 0.3 -0.3 0.2
H 7.013725 -0.615899 -2.717415 0.1 -0.3 0.1
H 6.974130 -2.041249 -3.808610 0.2 -0.2 0.3
H 9.506263 -1.895675 -0.368360 0.3 0.4 -0.1
H 8.090733 -0.883260 -0.649346 0.3 0.6 0.2
H 10.091343 0.643152 -0.937766 0.0 0.0 0.0
H 9.604378 0.382364 -2.602875 -0.6 -0.1 0.2
H 10.926372 -0.517980 -1.960368 -0.1 -0.2 0.3
H 10.117642 -2.231871 -3.439895 -0.2 0.0 -0.2
H 8.966712 -3.589217 -3.682161 -0.1 0.1 0.1
H 11.012885 -4.494943 -2.654092 -0.2 0.0 -0.4
H 9.817617 -4.443867 -1.385448 -0.2 -0.2 0.0
H 13.111275 -3.140204 -0.247088 -0.6 0.7 0.2
H 12.590204 -4.485333 -1.131757 0.1 -0.4 0.0
H 11.742315 -4.186737 0.352980 -0.1 0.3 0.2
C -3.796594 -3.892675 -6.696536 1.4 0.0 -4.4
O -2.876794 -3.033856 -5.973736 -0.3 0.7 1.0
O -3.227555 -4.150151 -7.985363 -1.5 -0.2 4.3
C -4.264465 -5.140617 -5.814155 0.3 -0.1 -1.8
F -3.282647 -6.006315 -5.578428 1.0 0.0 0.5
F -4.851033 -4.864773 -4.629676 0.2 0.7 0.8
F -5.192703 -5.865225 -6.446762 -0.5 0.2 -0.7
C -3.452118 -2.305612 -4.871957 1.1 -1.4 -0.4
C -2.403589 -1.333555 -4.380779 -0.4 0.0 0.4
H -2.214319 -0.559713 -5.124714 0.2 -0.1 -0.2
H -2.831667 -0.828398 -3.514944 0.1 0.2 0.3
H -1.476475 -1.815641 -4.070718 0.0 -0.1 -0.1
H -3.722960 -3.091419 -4.166803 0.1 0.6 0.7
H -4.357673 -1.722223 -5.038512 -0.3 -0.1 -0.8
H -4.660551 -3.256204 -6.887759 -0.9 -0.1 0.5
C 7.422600 -7.562147 1.000354 -0.4 -4.0 3.9
O 5.980506 -7.191472 0.893056 1.6 1.6 -1.0
O 7.496233 -8.826630 1.675264 0.3 3.8 -3.3
C 8.179681 -7.269692 -0.327269 -1.2 -4.6 -0.3
F 8.221934 -6.007974 -0.586757 0.6 3.9 -0.4
F 9.460011 -7.736629 -0.388802 -0.6 0.4 0.4
F 7.554889 -7.784699 -1.430291 0.1 -0.3 0.1
C 5.682875 -5.795616 1.118394 -1.0 -2.0 0.0
C 4.256202 -5.624973 0.601587 0.1 0.4 0.5
H 3.543551 -6.313890 1.055027 0.3 -0.1 0.3
H 3.946517 -4.617700 0.880147 -0.4 0.2 -0.2
H 4.145086 -5.799391 -0.468608 0.4 0.2 -0.1
H 6.342065 -5.038269 0.694155 0.4 -0.2 -0.7
H 5.746217 -5.606036 2.189907 -0.2 0.0 0.4
H 7.883158 -6.834106 1.668137 0.2 0.9 0.4
C -4.461311 -5.848136 -0.544893 3.3 -1.3 -1.5
O -4.044645 -4.471442 -0.251752 -0.3 0.3 1.7
O -3.376333 -6.742528 -0.492630 -2.1 2.3 0.9
C -5.732507 -6.192275 0.262454 0.7 -1.6 0.6
F -6.765016 -5.389022 -0.027491 -0.2 0.4 -0.3
F -6.094218 -7.465967 0.006507 -0.2 0.4 -0.6
F -5.621571 -6.182682 1.610426 0.5 0.7 0.1
C -4.414610 -3.475729 -1.174517 0.6 0.2 -0.2
C -3.976129 -2.064924 -0.667801 0.3 -0.8 -0.3
H -4.491832 -1.713227 0.225758 -0.3 -0.2 0.0
H -2.908383 -2.093890 -0.450584 0.2 -0.3 0.3
H -4.046387 -1.293247 -1.434400 -0.4 -0.1 -0.3
H -5.465914 -3.519091 -1.459083 -0.3 0.1 0.3
H -3.855287 -3.727325 -2.075603 0.0 0.4 -0.5
H -4.710264 -5.794809 -1.604746 -1.1 -0.1 -0.3
C 1.653309 -4.967590 4.436039 -1.6 -1.0 4.0
O 1.770121 -3.527777 4.485883 0.5 2.7 -1.7
O 0.998040 -5.312026 5.607501 1.0 0.2 -3.5
C 0.993585 -5.498468 3.090010 0.9 -0.1 1.8
F -0.333599 -5.347577 2.963559 -0.5 0.0 0.6
F 1.502659 -4.927864 2.019996 0.9 1.3 -1.4
F 1.304091 -6.802602 2.943966 -0.4 -0.2 0.4
C 3.037476 -2.868087 4.315794 -0.8 0.5 1.4
C 2.842025 -1.328664 4.350401 -0.1 -0.2 -1.8
H 2.331181 -0.909903 5.217444 0.3 -0.2 0.2
H 3.764050 -0.820912 4.067304 0.9 -0.1 1.1
H 2.350375 -0.950331 3.454156 -1.2 -0.4 -0.2
H 3.680194 -3.137797 3.477774 -0.5 -0.3 -0.5
H 3.656094 -3.029531 5.198601 0.1 -0.6 0.3
H 2.703650 -5.256233 4.396202 0.4 -0.9 -0.4
C 0.624677 -2.193641 0.050321 -1.4 -2.9 0.5
O 0.147845 -0.868006 0.079001 0.8 2.5 -1.7
O -0.422315 -3.044943 0.175946 1.4 0.6 -1.4
C 1.729427 -2.449256 -1.176097 -1.4 0.3 2.6
F 2.495177 -1.342900 -1.353161 0.6 0.5 0.1
F 2.586616 -3.462351 -0.919908 -0.7 0.5 -0.2
F 1.143028 -2.651843 -2.334204 -0.4 -0.6 -1.3
C -0.371341 -0.214785 -1.110590 -1.0 1.0 1.1
C -0.481959 1.282851 -0.683228 0.3 -0.8 0.2
H 0.500899 1.752910 -0.716810 0.1 0.0 0.5
H -1.145601 1.972957 -1.204211 -0.2 -0.5 -0.6
H -0.906489 1.168162 0.314129 0.4 0.5 0.3
H -1.408231 -0.518392 -1.254712 0.1 -0.6 -0.4
H 0.190833 -0.296995 -2.040816 0.2 -0.5 0.2
H 1.224272 -2.271948 0.957221 0.8 0.3 0.2
```
Forces are in eV/Å.